# 1
This record from the Open Molecules 2025 dataset describes 2 unconnected molecules or ions with the total composition C2H4S2 in a non-equilibrium geometry. The level of theory is ωB97M-V/def2-TZVPD.

Output
Frontier orbital gap (spin up / spin down) = 8.27 / 8.27 eV
Lowest unoccupied orbital energy (spin up / spin down) = -0.3 / -0.3 eV

Each line ends with the Mulliken charge.
Atoms and positions in Å:
C  -0.394517  0.898403  0.559535  -0.34
C  0.142420  -0.222403  -0.177262  -0.27
S  1.417234  1.024778  0.046774  -0.08
S  0.068570  -1.905522  0.249853  -0.15
H  -1.137757  1.571606  0.060312  0.23
H  -0.497719  0.920783  1.659867  0.30
H  -0.744469  -0.271381  -1.834955  0.15
H  1.146239  -2.016264  -0.564123  0.15

Atoms 1-3, force components in eV/Å:
-0.367 1.660 0.448
-2.163 0.498 -3.162
-1.408 -0.693 -0.156

=====

# 2
This record from the Open Molecules 2025 dataset describes 2 unconnected molecules or ions with the total composition C4H9N in a non-equilibrium geometry. The level of theory is ωB97M-V/def2-TZVPD.

Output
Frontier orbital gap = 10.07 eV
Lowest unoccupied orbital energy = 1.1 eV
SMILES string = C=CC.C=N

Each line ends with the Mulliken charge.
Atoms and positions in Å:
C  2.269620  0.037472  0.544746  -0.75
C  1.045658  -0.280620  -0.019593  0.23
C  0.868281  -0.113283  -1.525399  -1.09
H  2.506392  -0.286801  1.549991  0.27
H  3.069343  0.448198  -0.112553  0.22
H  0.127223  -0.667047  0.556331  0.20
H  -0.155232  0.085914  -1.740910  0.28
H  1.456987  -0.875461  -2.033919  0.29
H  1.454007  0.741097  -1.879715  0.32
C  -2.473548  0.221398  1.367640  -0.27
N  -2.185609  0.037295  0.140249  -0.41
H  -1.744606  -0.247767  2.084249  0.20
H  -3.371133  0.624660  1.687861  0.30
H  -2.867389  0.274942  -0.618972  0.21

Atoms 1-3, force components in eV/Å:
-2.264 -1.078 -1.441
1.565 0.474 0.982
1.549 0.860 1.143

=====

# 3
This record from the Open Molecules 2025 dataset describes 2 unconnected molecules or ions with the total composition C4H12 in a non-equilibrium geometry. The level of theory is ωB97M-V/def2-TZVPD.

Output
Frontier orbital gap = 12.47 eV
Lowest unoccupied orbital energy = 1.1 eV
SMILES string = CC.CC

Each line ends with the Mulliken charge.
Atoms and positions in Å:
C  -0.518412  -0.974226  1.909971  -0.62
C  0.539969  -2.095959  2.256426  -0.79
H  -1.455593  -1.472952  1.708974  0.28
H  -0.719287  -0.320188  2.762990  0.28
H  -0.192767  -0.320989  1.115476  0.06
H  0.974224  -2.315607  1.271860  0.24
H  0.030120  -3.009458  2.508687  0.28
H  1.289156  -1.669883  2.906167  0.28
C  0.475536  0.904272  -2.117947  -0.79
C  -0.410454  2.189099  -2.077297  -0.79
H  1.134183  0.925895  -1.237556  0.24
H  -0.200008  0.078902  -2.054318  0.25
H  0.932508  0.748365  -3.107815  0.30
H  -1.014587  2.272569  -2.959834  0.30
H  0.110455  3.080513  -1.734984  0.29
H  -0.975037  1.979644  -1.150794  0.20

Atoms 1-3, force components in eV/Å:
0.379 -0.721 1.396
-0.916 1.632 -2.230
-0.313 0.166 -0.554

=====

# 4
This record from the Open Molecules 2025 dataset describes a single C4H8N2O molecule in a non-equilibrium geometry. The level of theory is ωB97M-V/def2-TZVPD.

Output
Frontier orbital gap = 9.74 eV
Lowest unoccupied orbital energy = 0.6 eV
SMILES string = NC(=O)[C@H]1CCN1

Each line ends with the Mulliken charge.
Atoms and positions in Å:
N  -1.261591  1.449698  -0.258695  -0.45
C  -0.729712  0.623799  -1.169224  0.29
O  -0.420113  1.279160  -2.198974  -0.69
C  0.117506  -0.559979  -0.743825  0.24
C  1.318305  -0.176369  0.164296  -0.56
C  0.504480  -0.776966  1.328250  -0.42
N  -0.389518  -1.402713  0.339004  -0.58
H  -1.780014  1.013956  0.493369  0.21
H  -1.174094  2.413290  -0.881424  0.34
H  0.371910  -1.086054  -1.676218  0.36
H  2.219958  -0.748327  -0.080572  0.26
H  1.562793  0.890415  0.223516  0.24
H  1.025298  -1.486347  1.986729  0.29
H  0.022171  -0.005440  1.950765  0.22
H  -1.387379  -1.428123  0.523002  0.26

Atoms 1-3, force components in eV/Å:
-0.327 1.222 -1.000
3.407 3.290 -1.412
-0.245 -2.269 -0.098

=====

# 5
This record from the Open Molecules 2025 dataset describes a molecular structure, C31H50AsN2O4PRuSSi3 in a non-equilibrium geometry. The level of theory is ωB97M-V/def2-TZVPD.

Output
Net charge = -1
Frontier orbital gap (spin up / spin down) = 5.82 / 5.80 eV
Multiplicity = 2
Lowest unoccupied orbital energy (spin up / spin down) = 2.4 / 2.4 eV
⟨S²⟩ = 0.767

Each line ends with the Mulliken charge.
Atoms and positions in Å:
Ru  -0.193228  -0.270076  0.782190  -0.23
N  -1.525253  1.306790  -0.073861  0.00
C  -2.837626  1.507293  0.421463  0.49
C  -3.230564  2.804278  0.735500  -0.72
C  -4.524415  3.069988  1.140550  -0.72
C  -5.440092  2.026651  1.182669  -0.90
C  -5.028540  0.736437  0.897943  -0.92
C  -3.700542  0.426159  0.579860  0.48
C  -3.226652  -0.966578  0.356479  2.38
C  -4.179071  -1.994555  0.423953  -1.20
C  -3.900878  -3.280526  0.008923  -1.00
C  -2.655448  -3.541373  -0.542371  -0.61
C  -1.679005  -2.563464  -0.491686  -0.96
C  -1.877334  -1.282875  0.051084  0.97
H  -1.497083  0.871389  -0.992253  0.35
H  -1.009748  2.173818  -0.064150  -0.11
H  -2.504496  3.604503  0.644798  0.47
H  -4.819793  4.080492  1.391776  0.39
H  -6.475512  2.213883  1.437305  0.40
H  -5.768713  -0.048432  0.932638  0.30
H  -5.165199  -1.790724  0.815811  0.23
H  -4.654385  -4.055047  0.086632  0.37
H  -2.427931  -4.509567  -0.972255  0.42
H  -0.715612  -2.797964  -0.904365  -0.13
O  1.093683  1.318691  -2.857729  -0.70
C  1.235581  2.014953  -1.870328  -0.06
N  1.215187  1.569259  -0.570071  0.44
S  1.452305  2.818560  0.451928  1.00
O  0.336252  2.983064  1.351748  -0.71
O  2.758208  2.875028  1.069900  -0.86
C  1.449906  4.113025  -0.757471  0.24
C  1.595199  5.479681  -0.602281  -0.82
C  1.660835  6.241731  -1.760921  -0.56
C  1.603934  5.642061  -3.020125  -0.45
C  1.470505  4.265839  -3.148140  -0.55
C  1.393109  3.514782  -1.988586  -0.08
H  1.648536  5.930205  0.380010  0.49
H  1.768161  7.316695  -1.687052  0.40
H  1.661093  6.261787  -3.906089  0.39
H  1.431963  3.775746  -4.112081  0.51
C  4.645851  0.576716  0.667749  -1.04
P  3.551356  0.122328  2.024950  1.23
C  4.309525  -1.430724  2.574374  -0.82
C  3.828067  1.176715  3.459375  -1.37
O  2.127238  -0.132806  1.669379  -0.42
H  5.670976  0.640547  1.035830  0.43
H  4.359450  1.510598  0.195784  0.27
H  4.569363  -0.235225  -0.058270  0.15
H  5.386133  -1.329133  2.729351  0.50
H  4.100233  -2.198595  1.829776  0.01
H  3.835362  -1.747734  3.504466  0.30
H  4.883800  1.154162  3.733610  0.43
H  3.234867  0.739373  4.264434  0.34
H  3.501098  2.198028  3.286114  0.30
C  -0.331006  1.284339  3.948492  -1.17
Si  -0.793889  -0.318606  3.060198  1.48
C  0.081683  -1.627586  4.080461  -0.74
C  -2.613465  -0.604958  3.472814  -1.23
H  -0.443861  1.122980  5.025714  0.42
H  -0.959464  2.123713  3.646583  0.23
H  0.702114  1.568306  3.739040  0.09
H  -0.079256  -1.418172  5.143923  0.55
H  1.154196  -1.643940  3.878759  -0.04
H  -0.311617  -2.617539  3.856931  -0.13
H  -2.731611  -0.524052  4.558883  0.49
H  -2.933320  -1.602085  3.162777  0.17
H  -3.278713  0.121025  3.003155  0.21
C  -0.599214  -5.839447  1.527215  -1.15
Si  0.999720  -4.901393  1.889414  0.47
C  2.421218  -6.002580  1.319840  -1.12
C  1.166881  -4.914305  3.772403  -1.25
As  1.169797  -2.756988  1.069642  0.63
Si  1.904825  -3.247749  -1.071283  0.31
C  1.580710  -1.747166  -2.169653  -0.76
C  3.749527  -3.652079  -1.156076  -1.17
C  1.042017  -4.702215  -1.937790  -1.10
H  -0.675322  -6.749823  2.131414  0.39
H  -0.655254  -6.124751  0.472909  0.25
H  -1.462621  -5.205904  1.741759  0.27
H  2.272496  -7.003791  1.735530  0.35
H  3.376083  -5.616884  1.685087  0.26
H  2.497369  -6.093055  0.236934  0.30
H  1.451429  -5.909004  4.129621  0.45
H  0.234628  -4.635748  4.263835  0.36
H  1.927819  -4.198845  4.090997  0.25
H  1.145914  -0.925707  -1.596847  -0.45
H  0.880607  -1.980972  -2.975599  0.45
H  2.487857  -1.345386  -2.627587  0.41
H  4.353080  -2.745403  -1.058599  0.28
H  3.997565  -4.119810  -2.114334  0.37
H  4.043678  -4.335082  -0.357140  0.25
H  -0.044199  -4.589377  -1.908021  0.22
H  1.282899  -5.663070  -1.480313  0.27
H  1.346017  -4.748432  -2.989180  0.42

Atoms 1-3, force components in eV/Å:
0.108 -1.940 -0.839
0.628 -0.362 0.784
-0.101 0.168 0.029

=====

For the records above, the corresponding energy relative to the best compared isomer or geometry (same formula, charge and spin) values read 3.8270; 2.1956; 0.6560; 2.9257; 2.1864 eV.